(1)
66
Properties=species:S:1:pos:R:3:forces:R:3:mulliken_charge:R:1 method="wB97M-V/def2-TZVPD" charge=+1 e_lumo_ev="-5.228 / -4.651" energy_ha=-2782.7427 s2=0.805 multiplicity=2 homo_lumo_gap_ev="6.28 / 6.86" relative_energy_ev=0.239
O -0.483 -0.643 -3.883 0.197 0.535 -1.608 -0.212
C -0.317 0.666 -4.538 0.031 0.681 0.512 -0.188
C -0.243 0.113 -5.943 -0.210 -0.510 0.724 -0.814
H 0.633 1.137 -4.268 -0.461 -0.117 0.248 -0.037
H -1.166 1.319 -4.304 0.190 -0.060 -0.075 0.253
C -0.315 -1.251 -5.206 0.066 -0.359 -0.981 1.421
H 0.703 0.325 -6.440 -0.245 -0.067 -0.163 0.319
H -1.119 0.321 -6.553 0.181 -0.016 -0.188 0.318
C 0.953 -2.072 -5.342 -0.033 -0.145 0.156 -1.721
H 1.837 -1.542 -4.970 -0.183 -0.013 -0.144 0.342
H 1.087 -2.341 -6.399 0.084 0.154 0.235 0.394
H 0.849 -3.009 -4.791 0.087 -0.023 0.112 0.394
C -1.522 -2.055 -5.625 0.046 -0.131 0.148 -1.735
H -2.437 -1.482 -5.455 0.043 -0.089 -0.102 0.377
H -1.571 -2.992 -5.064 -0.113 0.015 -0.037 0.375
H -1.417 -2.287 -6.691 -0.183 -0.025 0.179 0.413
V -0.839 -1.041 1.631 2.495 0.993 -0.312 0.167
C -2.615 -1.335 2.776 -0.696 0.935 -0.795 -0.287
C -2.522 0.110 2.754 -0.962 -1.078 -0.538 -0.366
C -2.700 0.558 1.413 -0.050 -1.024 0.223 -0.468
H -2.432 0.768 3.610 0.190 -0.278 -0.156 0.491
C -2.803 -0.582 0.564 -0.640 -0.408 0.629 -0.342
C -2.822 -1.751 1.403 -0.662 0.456 0.142 -0.448
H -3.035 -2.758 1.069 0.068 0.225 0.028 0.631
H -2.601 -1.977 3.647 0.115 0.184 -0.102 0.431
H -2.870 1.583 1.092 0.691 -0.182 0.102 0.465
H -3.020 -0.547 -0.508 0.382 -0.146 0.455 0.542
C 0.442 -2.651 2.632 0.056 -0.678 -0.762 -0.571
C -0.471 -3.195 1.664 0.819 0.423 -0.130 -0.454
C -0.031 -2.760 0.356 0.333 0.060 0.531 -0.647
H -1.254 -3.910 1.873 0.049 0.193 -0.019 0.686
C 1.211 -2.058 0.527 -0.960 -0.694 0.323 -0.196
C 1.476 -1.959 1.918 -0.734 -0.839 0.056 -0.314
H 2.403 -1.577 2.344 -0.590 0.314 -0.060 0.477
H 0.393 -2.840 3.704 0.033 0.262 -0.508 0.553
H -0.511 -3.014 -0.586 0.214 0.074 0.213 0.554
H 1.909 -1.786 -0.264 -0.506 0.400 0.206 0.560
O 1.569 0.763 -2.396 -1.705 0.295 2.070 -0.540
C 0.460 0.307 -1.544 0.989 -0.453 0.726 0.469
C -0.629 1.384 -1.500 0.188 -0.510 -0.127 0.158
H 0.831 0.246 -0.492 0.267 0.003 -0.448 -0.473
H 0.137 -0.699 -1.844 0.188 0.595 -0.168 0.198
C 0.142 2.651 -1.877 0.279 0.387 -0.626 -0.775
H -1.028 1.485 -0.489 0.136 -0.047 0.021 -0.442
H -1.474 1.101 -2.129 0.131 0.354 -0.305 0.475
C 1.612 2.179 -2.089 0.138 -0.362 0.305 -0.654
H 0.113 3.357 -1.033 -0.076 0.023 -0.590 0.426
H -0.263 3.091 -2.807 0.163 0.027 0.589 0.225
H 2.153 2.382 -1.134 -0.062 -0.421 -0.623 0.278
H 2.177 2.602 -2.923 -0.301 0.399 0.176 0.380
O -0.268 -1.030 4.782 0.154 1.852 -0.683 -0.622
C 0.135 0.011 4.246 -0.402 -1.127 -0.882 0.481
N 0.027 0.279 2.869 0.426 0.161 0.504 0.623
S 0.967 1.577 2.310 -0.204 -0.975 0.661 1.050
O 2.039 0.998 1.525 -0.514 0.676 0.469 -0.583
O 0.152 2.609 1.713 0.360 -0.679 0.319 -0.639
C 1.442 1.973 3.974 0.313 0.697 0.882 0.397
C 2.251 3.012 4.425 -0.159 -0.090 -0.119 -0.744
C 2.457 3.152 5.808 -0.255 -0.307 -0.088 -0.606
C 1.870 2.257 6.725 0.079 0.258 -0.344 -0.557
C 1.078 1.208 6.265 -0.048 0.098 -0.435 -0.584
C 0.857 1.106 4.891 0.662 0.083 0.400 -0.136
H 2.683 3.692 3.696 0.078 0.014 0.298 0.498
H 3.079 3.968 6.176 -0.182 -0.241 -0.130 0.410
H 2.027 2.397 7.796 0.029 -0.061 -0.347 0.415
H 0.618 0.457 6.909 0.187 0.328 -0.045 0.506

(2)
74
Properties=species:S:1:pos:R:3:forces:R:3:mulliken_charge:R:1 method="wB97M-V/def2-TZVPD" e_lumo_ev="0.454 / -0.544" energy_ha=-3734.9884 s2=0.792 multiplicity=2 homo_lumo_gap_ev="7.77 / 7.85" relative_energy_ev=0.908
Fe -0.130 -0.426 0.698 -0.846 -0.233 0.632 -0.287
C -1.940 -1.951 4.151 0.019 -0.018 0.041 -1.456
C -1.925 -1.106 3.040 -0.020 -0.049 -0.063 -0.619
N -0.860 -1.366 2.290 0.450 -0.063 0.230 1.281
N -0.161 -2.334 2.906 -0.154 -0.090 -0.118 0.169
C -0.791 -2.709 4.028 0.028 0.061 0.020 -0.247
B 1.244 -2.609 2.357 0.114 0.125 0.077 -0.067
N 2.023 -1.280 2.414 0.108 -0.057 -0.082 -0.018
C 3.075 -0.944 3.176 -0.003 -0.024 -0.037 -0.146
C 3.386 0.377 2.937 0.018 -0.015 -0.002 -1.458
C 2.443 0.789 1.992 0.040 0.002 -0.050 -0.443
N 1.632 -0.212 1.679 -0.188 0.130 0.052 0.849
N 1.118 -2.998 0.865 0.024 -0.062 -0.044 -0.124
C 1.561 -4.094 0.235 0.060 0.054 -0.011 -0.256
C 1.413 -3.908 -1.126 0.057 -0.034 0.017 -1.684
C 0.860 -2.632 -1.237 -0.052 0.040 -0.003 -0.488
N 0.673 -2.099 -0.032 0.152 0.030 -0.191 0.944
H -2.664 -1.979 4.946 -0.004 -0.002 -0.007 0.492
H -2.614 -0.326 2.756 0.008 0.013 0.011 0.614
H -0.365 -3.466 4.666 -0.017 -0.006 0.003 0.469
H 1.805 -3.468 2.974 -0.016 -0.034 0.011 -0.133
H 3.521 -1.672 3.832 0.012 0.010 0.001 0.450
H 4.165 0.964 3.388 0.000 0.001 -0.001 0.420
H 2.299 1.765 1.562 -0.025 -0.011 0.020 0.553
H 1.971 -4.913 0.801 -0.004 -0.010 -0.016 0.485
H 1.683 -4.584 -1.917 -0.010 0.000 -0.001 0.473
H 0.601 -2.075 -2.123 -0.024 -0.008 0.008 0.854
C -2.801 -2.752 0.296 -0.033 0.071 -0.004 -1.723
P -2.074 -1.201 -0.327 -0.180 0.172 -0.004 1.906
C -2.123 -1.556 -2.128 0.093 -0.116 0.025 -1.281
C -3.347 0.083 -0.227 0.078 0.107 -0.040 -0.152
C -4.691 -0.139 0.048 0.008 -0.019 0.008 -0.900
C -5.579 0.926 0.077 -0.011 0.003 0.003 -0.680
C -5.126 2.211 -0.182 -0.008 0.010 -0.004 -0.844
C -3.786 2.437 -0.459 0.020 0.004 0.002 -0.773
C -2.879 1.382 -0.479 0.014 -0.025 -0.006 0.665
P -1.074 1.639 -0.747 0.499 0.208 -0.194 1.126
C -0.914 1.976 -2.552 -0.174 -0.054 0.012 -1.383
C -0.841 3.353 -0.155 0.035 -0.026 0.034 -1.842
H -3.639 -3.068 -0.327 -0.006 0.002 0.003 0.555
H -3.125 -2.652 1.330 0.009 -0.001 0.005 0.377
H -2.026 -3.519 0.253 0.018 0.022 0.006 0.368
H -3.161 -1.603 -2.459 -0.008 0.025 0.018 0.406
H -1.649 -2.516 -2.333 0.004 0.002 0.022 0.513
H -1.606 -0.784 -2.693 0.003 -0.003 -0.005 0.113
H -5.047 -1.142 0.253 0.000 0.000 -0.001 0.377
H -6.622 0.754 0.306 0.002 -0.002 0.001 0.416
H -5.816 3.044 -0.154 0.003 0.001 0.001 0.412
H -3.445 3.449 -0.634 -0.011 0.002 -0.001 0.351
H -1.556 2.805 -2.855 -0.007 0.001 0.019 0.401
H -1.155 1.113 -3.170 0.029 -0.017 0.015 0.362
H 0.127 2.245 -2.739 0.003 0.004 -0.002 0.409
H -1.295 4.067 -0.844 0.002 -0.016 -0.016 0.586
H 0.227 3.560 -0.085 -0.001 0.000 -0.006 0.307
H -1.261 3.474 0.840 -0.004 -0.001 -0.016 0.517
F -1.592 3.022 3.141 0.025 -0.022 -0.020 -0.347
B -0.424 2.287 2.979 0.050 -0.023 0.173 0.114
F -0.743 1.241 1.984 -0.240 -0.100 -0.504 -0.043
F 0.595 3.074 2.438 -0.023 -0.014 0.026 -0.379
F -0.026 1.645 4.133 -0.024 0.008 -0.030 -0.380
C 2.318 0.853 -1.540 0.060 0.051 -0.061 -1.067
C 3.267 1.218 -2.500 0.055 0.045 -0.091 1.336
C 3.751 0.283 -3.451 -0.020 0.017 0.031 -0.324
C 4.685 0.650 -4.395 0.005 0.010 -0.007 -0.616
C 5.173 1.955 -4.435 0.005 -0.007 -0.005 -0.428
C 4.714 2.893 -3.511 0.009 0.008 -0.012 -0.639
C 3.782 2.538 -2.561 -0.019 -0.036 0.011 -0.424
H 1.933 -0.154 -1.498 0.012 -0.019 0.079 0.052
H 1.965 1.568 -0.811 0.009 -0.017 0.027 0.007
H 3.379 -0.734 -3.419 -0.003 0.003 0.007 0.397
H 5.043 -0.081 -5.110 0.000 0.001 0.000 0.381
H 5.907 2.238 -5.177 -0.002 0.000 -0.001 0.381
H 5.095 3.906 -3.538 0.001 -0.001 0.000 0.373
H 3.432 3.268 -1.841 -0.005 -0.005 0.003 0.386

(3)
74
Properties=species:S:1:pos:R:3:forces:R:3:mulliken_charge:R:1 method="wB97M-V/def2-TZVPD" charge=-2 e_lumo_ev=3.683 energy_ha=-5445.0308 homo_lumo_gap_ev=5.86 relative_energy_ev=1.306
Ca 0.287 -0.281 0.347 -1.158 -0.676 0.354 1.320
O 3.420 -0.051 0.177 0.142 -0.034 -0.046 -0.698
C 2.618 0.707 0.719 0.435 0.436 0.297 -0.426
O 1.778 0.393 1.633 1.458 0.702 0.846 -0.845
C 2.528 2.151 0.238 -0.018 0.048 0.005 0.647
C 3.562 3.006 0.439 0.006 -0.032 -0.015 -0.165
C 3.460 4.352 0.028 0.179 0.107 0.047 -0.570
C 2.327 4.811 -0.600 -0.027 0.077 -0.010 -0.116
C 1.278 3.945 -0.843 -0.262 0.070 0.226 -0.691
C 1.294 2.562 -0.428 0.083 0.007 0.086 0.814
O 0.352 1.754 -0.594 0.318 0.681 -0.185 -0.297
N 0.133 4.518 -1.540 0.854 -0.148 -0.871 1.033
O -0.643 3.773 -2.103 -0.335 -0.019 0.275 -0.534
O 0.097 5.742 -1.667 -0.321 0.101 0.325 -0.716
N 4.554 5.261 0.255 -0.114 -0.185 -0.085 1.024
O 5.548 4.841 0.837 0.020 0.041 0.022 -0.684
O 4.461 6.417 -0.145 0.018 0.049 0.027 -0.683
H 4.472 2.663 0.911 -0.011 -0.004 0.002 0.523
H 2.255 5.840 -0.916 -0.003 -0.029 0.015 0.618
C -3.338 -1.945 2.891 0.001 -0.001 0.009 -1.737
C -4.081 -0.639 2.563 -0.007 0.000 -0.056 2.340
C -5.056 -0.303 3.693 -0.032 -0.026 0.016 -1.996
C -4.891 -0.946 1.293 -0.007 0.011 0.014 -1.973
P -2.746 0.652 2.067 0.000 -0.138 -0.283 -0.089
N -1.682 0.000 1.187 -0.831 0.275 0.609 -0.196
C -3.652 2.070 1.160 0.046 0.024 -0.020 2.660
C -4.979 2.565 1.739 -0.030 0.065 -0.017 -2.058
C -3.858 1.623 -0.301 -0.005 0.004 0.016 -1.903
C -2.672 3.255 1.099 -0.053 0.036 -0.009 -2.273
C -2.074 1.404 3.687 0.038 -0.087 0.037 2.452
C -3.016 2.305 4.488 0.021 0.053 0.078 -2.058
C -1.638 0.232 4.583 -0.026 0.037 0.005 -2.074
C -0.790 2.189 3.368 0.040 0.065 0.049 -2.230
H -4.039 -2.784 2.801 -0.005 -0.003 0.034 0.571
H -2.936 -1.961 3.903 0.018 0.015 -0.008 0.290
H -2.517 -2.091 2.186 -0.012 0.011 -0.024 0.197
H -5.805 -1.103 3.770 0.005 -0.006 0.000 0.528
H -5.594 0.630 3.523 0.007 -0.014 -0.006 0.254
H -4.559 -0.237 4.661 0.010 -0.005 -0.007 0.267
H -5.471 -1.861 1.460 -0.021 0.008 -0.001 0.693
H -4.229 -1.114 0.443 0.027 -0.002 0.003 0.251
H -5.597 -0.156 1.039 0.004 0.018 0.009 0.202
H -5.765 1.812 1.681 0.000 -0.025 -0.012 0.285
H -5.319 3.431 1.157 -0.004 -0.005 -0.006 0.525
H -4.894 2.886 2.778 -0.021 -0.012 -0.059 0.265
H -4.786 1.069 -0.442 0.015 -0.014 0.007 0.295
H -3.023 0.998 -0.619 0.033 0.017 0.019 0.243
H -3.890 2.505 -0.947 -0.044 0.009 -0.003 0.541
H -2.582 3.770 2.057 -0.049 -0.011 -0.089 0.141
H -3.040 3.981 0.367 -0.026 0.021 0.001 0.768
H -1.683 2.930 0.771 -0.013 -0.036 -0.017 0.332
H -3.968 1.829 4.727 0.037 0.011 -0.008 0.231
H -3.224 3.240 3.967 0.017 -0.015 0.027 0.298
H -2.531 2.567 5.437 -0.001 0.005 0.000 0.523
H -2.484 -0.287 5.035 -0.008 0.014 -0.012 0.305
H -1.019 0.624 5.397 -0.009 -0.001 0.023 0.637
H -1.043 -0.489 4.023 0.010 0.014 -0.036 0.315
H -0.993 3.183 2.971 0.073 -0.110 0.062 0.256
H -0.154 1.660 2.661 0.001 -0.063 -0.023 0.486
H -0.217 2.315 4.293 -0.013 0.029 0.024 0.581
Br -5.678 -2.787 -4.550 0.007 0.005 0.003 -0.266
C -4.083 -2.544 -3.527 0.006 0.031 0.001 0.179
C -3.463 -1.306 -3.527 -0.007 -0.027 0.001 -0.541
C -2.296 -1.145 -2.793 0.037 -0.010 -0.043 -0.426
C -1.777 -2.199 -2.051 -0.058 -0.093 0.024 0.368
C -2.431 -3.422 -2.051 -0.090 -0.019 0.035 -0.148
C -3.584 -3.611 -2.802 0.018 -0.003 0.017 -0.519
C -0.538 -1.988 -1.209 -0.084 -0.415 -0.691 0.541
O -0.467 -2.562 -0.105 0.044 -0.292 -0.133 -0.791
O 0.310 -1.163 -1.653 -0.342 -0.542 -0.888 -0.862
H -3.883 -0.482 -4.086 -0.001 0.002 -0.003 0.432
H -1.778 -0.194 -2.779 0.006 -0.007 0.010 0.522
H -2.038 -4.223 -1.437 0.012 0.009 0.006 0.407
H -4.094 -4.565 -2.814 0.001 -0.001 0.001 0.402

(4)
77
Properties=species:S:1:pos:R:3:forces:R:3:mulliken_charge:R:1 method="wB97M-V/def2-TZVPD" charge=-2 e_lumo_ev="3.970 / 3.970" energy_ha=-2823.7730 s2=0.757 multiplicity=2 homo_lumo_gap_ev="5.19 / 6.54" relative_energy_ev=0.000
Hg -0.367 -0.923 -2.157 0.025 -0.011 0.021 0.574
C -0.677 -2.885 -3.935 0.001 0.007 0.000 -0.692
C -0.470 -2.127 -5.104 -0.009 0.007 -0.019 -0.550
C -1.634 -1.381 -5.352 -0.001 -0.017 0.019 -0.388
C -2.570 -1.663 -4.344 0.010 0.018 0.000 -0.563
C -1.995 -2.589 -3.455 -0.010 -0.009 -0.007 -0.843
H -0.013 -3.633 -3.528 0.011 0.008 0.011 0.533
H 0.435 -2.117 -5.696 0.000 0.001 0.000 0.358
H -1.765 -0.666 -6.154 -0.003 0.001 -0.001 0.432
H -3.551 -1.220 -4.241 0.000 0.000 -0.002 0.359
H -2.483 -3.069 -2.619 -0.004 0.003 0.000 0.581
C -0.554 1.885 3.045 -0.011 -0.002 0.005 -1.075
P -0.872 1.758 1.276 0.072 0.115 0.051 1.222
C -1.454 3.392 0.748 0.005 -0.005 0.018 -1.150
C 0.757 1.623 0.535 -0.003 -0.006 -0.016 0.157
O -1.865 0.702 0.937 -0.063 -0.068 -0.048 -0.844
H 0.169 2.670 3.275 -0.007 0.003 -0.007 0.316
H -0.137 0.932 3.375 -0.007 -0.003 0.000 0.169
H -1.491 2.073 3.570 0.002 -0.003 0.005 0.375
H -0.751 4.181 1.022 0.002 -0.012 0.003 0.318
H -2.424 3.591 1.204 -0.001 0.003 -0.004 0.397
H -1.572 3.363 -0.337 -0.005 0.004 -0.009 0.189
H 1.352 2.498 0.807 -0.003 -0.004 0.004 0.445
H 0.653 1.557 -0.548 0.008 0.009 -0.018 -0.157
H 1.255 0.736 0.922 0.004 -0.013 0.006 -0.566
N 2.670 3.135 6.686 -0.003 -0.002 -0.007 -0.647
C 2.777 2.865 5.559 -0.001 -0.023 0.025 0.514
N 2.926 2.682 4.266 -0.118 0.090 -0.104 -0.717
C 2.804 1.490 3.745 0.221 -0.103 0.121 0.383
N 2.745 0.464 3.194 -0.086 0.020 -0.021 -0.456
C 3.507 -3.585 2.478 -0.015 0.004 -0.022 -0.978
N 3.337 -3.332 1.050 0.032 0.032 0.029 0.092
C 2.623 -4.455 0.458 -0.009 -0.026 -0.003 -0.987
N 1.344 -4.763 1.096 0.000 -0.036 -0.006 0.098
C 1.586 -4.966 2.519 0.009 -0.011 -0.024 -0.966
N 2.259 -3.861 3.192 -0.011 0.001 0.007 0.134
C 1.413 -2.656 3.217 -0.027 -0.017 0.002 -1.010
P 0.894 -2.021 1.542 0.023 0.043 0.049 0.959
C 2.615 -2.069 0.826 -0.062 -0.039 -0.071 -1.015
C 0.373 -3.682 0.871 0.039 0.045 -0.012 -0.664
H 3.985 -2.717 2.935 0.005 -0.007 0.006 0.474
H 4.159 -4.457 2.593 0.003 -0.002 -0.004 0.292
H 3.259 -5.343 0.542 0.004 0.005 -0.002 0.312
H 2.448 -4.247 -0.599 -0.007 0.000 0.003 0.416
H 2.211 -5.859 2.629 0.002 0.005 0.005 0.336
H 0.627 -5.158 3.011 0.001 0.012 0.003 0.263
H 1.953 -1.849 3.714 -0.007 0.010 0.003 0.491
H 0.514 -2.861 3.806 0.007 0.006 0.002 0.224
H 3.176 -1.246 1.272 0.006 0.011 0.009 0.500
H 2.540 -1.890 -0.250 0.010 0.008 0.009 0.355
H 0.200 -3.570 -0.203 -0.006 -0.008 0.004 0.217
H -0.584 -3.972 1.314 -0.018 -0.007 0.007 0.280
N -2.059 -4.205 4.572 0.012 -0.023 0.023 -0.916
N -2.482 -3.494 3.460 0.009 0.041 -0.026 1.014
N -2.060 -2.275 3.159 -0.042 -0.021 0.049 -0.390
C -2.723 -2.032 2.043 0.034 -0.097 0.017 -0.243
N -3.514 -3.078 1.699 -0.052 0.020 -0.103 -0.244
N -3.347 -3.994 2.607 0.034 0.031 0.083 -0.502
H -2.221 -3.619 5.383 0.003 0.013 -0.012 0.297
H -1.057 -4.340 4.486 -0.001 -0.008 -0.010 0.274
H -2.607 -1.113 1.481 0.014 0.030 -0.008 0.848
F -0.619 8.101 -5.868 0.012 0.007 -0.018 -0.268
C -1.114 7.859 -4.630 -0.003 -0.009 0.001 0.832
F -2.410 8.248 -4.679 -0.013 -0.002 -0.001 -0.268
F -0.491 8.715 -3.798 0.014 0.007 0.006 -0.293
C -0.962 6.431 -4.224 -0.007 -0.014 0.010 0.486
C -1.594 5.448 -4.981 -0.008 0.018 -0.012 -0.654
C -1.478 4.120 -4.628 -0.012 -0.021 0.014 -0.730
C -0.729 3.735 -3.505 0.023 0.017 -0.010 0.178
C -0.092 4.737 -2.764 -0.008 -0.009 -0.005 -0.512
C -0.208 6.071 -3.116 0.013 0.011 0.001 -0.486
C -0.628 2.364 -3.130 -0.006 0.013 0.083 0.665
C -0.578 1.195 -2.789 -0.007 -0.042 -0.116 -1.356
H -2.180 5.731 -5.847 -0.001 -0.003 0.001 0.342
H -1.969 3.350 -5.208 -0.003 0.005 -0.001 0.480
H 0.497 4.451 -1.902 -0.006 0.000 0.011 0.518
H 0.287 6.831 -2.527 -0.003 -0.001 0.002 0.431